Here is a structure of composition C46H67Cl5N4O2P3SiSr at a distorted geometry from the OMol25 dataset. Energies are from ωB97M-V/def2-TZVPD.

```
129
Properties=species:S:1:pos:R:3:mulliken_charge:R:1
Sr -0.17 2.15 -0.41 0.78
C -5.35 0.35 -0.10 -1.68
C -4.72 1.09 1.09 1.06
C -5.72 1.19 2.24 -1.67
P -2.95 0.49 1.32 0.87
C -2.44 0.93 3.05 2.26
C -2.46 2.45 3.23 -1.23
C -3.09 0.19 4.21 -1.61
C -3.09 -1.33 1.34 0.16
C -4.20 -1.94 1.94 -0.35
C -4.40 -3.30 1.89 -0.85
C -3.47 -4.08 1.21 -1.29
C -2.36 -3.48 0.65 0.77
C -2.10 -2.10 0.71 -0.71
Si -0.37 -1.35 0.05 0.25
C -0.36 -2.12 -1.75 0.33
C -1.59 -2.46 -2.34 -0.84
C -1.71 -2.91 -3.65 -0.93
C -0.57 -3.04 -4.43 -0.85
C 0.65 -2.69 -3.89 0.00
C 0.78 -2.23 -2.57 0.28
P 2.39 -1.52 -1.98 0.90
C 3.65 -2.91 -2.00 0.61
C 3.60 -3.75 -0.72 -1.43
C 3.73 -3.85 -3.20 -1.79
C 2.96 -0.64 -3.53 0.48
C 1.91 0.34 -4.06 -0.79
C 4.27 0.10 -3.25 -1.53
C 0.67 -2.70 1.02 0.48
C 0.68 -4.00 0.49 -0.35
C 1.23 -5.08 1.15 -1.06
C 1.88 -4.89 2.36 -1.00
C 1.94 -3.62 2.88 -0.18
C 1.33 -2.52 2.26 0.05
P 1.49 -0.86 3.04 0.93
C 0.47 -1.09 4.60 1.35
C 0.78 -2.25 5.55 -1.69
C 0.43 0.22 5.39 -1.63
C 3.26 -0.95 3.65 0.79
C 4.17 -1.25 2.46 -1.32
C 3.68 0.36 4.31 -1.54
H -6.27 0.85 -0.40 0.40
H -5.59 -0.68 0.17 0.37
H -4.68 0.31 -0.96 0.30
H -4.56 2.12 0.76 0.19
H -6.10 0.21 2.54 0.29
H -6.59 1.78 1.91 0.47
H -5.31 1.68 3.12 0.25
H -1.39 0.63 3.02 -1.45
H -3.47 2.87 3.11 0.23
H -1.80 2.94 2.52 0.03
H -2.12 2.71 4.24 0.58
H -4.15 0.45 4.34 0.31
H -2.58 0.45 5.14 0.42
H -3.03 -0.89 4.08 0.35
H -4.93 -1.33 2.47 0.21
H -5.27 -3.75 2.35 0.41
H -3.61 -5.15 1.13 0.42
H -1.65 -4.13 0.14 0.43
H -2.50 -2.37 -1.76 0.43
H -2.68 -3.15 -4.06 0.37
H -0.63 -3.39 -5.46 0.39
H 1.53 -2.75 -4.52 0.24
H 4.57 -2.33 -1.96 0.33
H 2.80 -4.48 -0.77 0.33
H 3.42 -3.13 0.16 -0.11
H 4.54 -4.29 -0.59 0.62
H 2.80 -4.41 -3.31 0.30
H 4.53 -4.57 -3.05 0.47
H 3.92 -3.32 -4.14 0.33
H 3.14 -1.38 -4.32 0.32
H 1.75 1.15 -3.35 -0.43
H 0.96 -0.17 -4.26 0.33
H 2.26 0.79 -5.00 0.56
H 4.20 0.66 -2.31 0.10
H 4.48 0.82 -4.04 0.43
H 5.12 -0.58 -3.19 0.39
H 0.25 -4.16 -0.49 0.38
H 1.19 -6.07 0.69 0.38
H 2.35 -5.72 2.87 0.39
H 2.50 -3.47 3.80 0.33
H -0.53 -1.26 4.19 -0.54
H 1.80 -2.19 5.92 0.25
H 0.63 -3.21 5.07 0.41
H 0.11 -2.20 6.41 0.48
H 1.31 0.31 6.03 0.51
H -0.44 0.25 6.05 0.40
H 0.41 1.10 4.74 0.19
H 3.36 -1.76 4.39 0.19
H 4.01 -0.54 1.65 0.16
H 4.02 -2.26 2.07 0.14
H 5.22 -1.17 2.77 0.54
H 3.47 1.20 3.64 0.18
H 4.75 0.35 4.51 0.51
H 3.17 0.54 5.25 0.31
N -0.92 1.32 -2.71 -0.06
C -1.60 2.61 -2.55 -1.36
C -2.67 2.63 -1.44 0.86
N -2.25 3.32 -0.19 -0.66
C -1.67 4.66 -0.39 -0.35
C -0.14 4.82 -0.29 -2.20
N 0.31 4.43 1.03 -0.02
H -0.26 1.40 -3.48 -0.03
H -1.59 0.59 -2.94 0.18
H -2.05 2.98 -3.47 0.90
H -0.81 3.36 -2.34 0.05
H -2.94 1.61 -1.17 -0.67
H -3.55 3.13 -1.85 0.36
H -3.05 3.40 0.42 0.24
H -2.05 5.30 0.41 0.62
H -2.01 5.10 -1.33 0.17
H 0.01 5.87 -0.59 0.36
H 0.44 4.29 -1.06 0.98
H -0.16 4.99 1.73 0.24
H 1.31 4.52 1.15 0.22
O 2.15 2.35 1.09 -0.41
N 2.93 1.89 0.23 0.23
O 2.37 1.58 -0.84 -0.51
Cl 3.32 3.74 -2.91 -0.14
C 2.13 4.38 -4.03 1.29
C 0.84 4.60 -3.56 -1.59
C 0.01 5.19 -4.48 0.98
Cl -1.64 5.66 -3.98 -0.26
C 0.35 5.50 -5.80 -0.64
Cl -0.77 6.23 -6.91 -0.22
C 1.64 5.21 -6.23 0.65
Cl 2.12 5.55 -7.86 -0.22
C 2.55 4.65 -5.33 -0.59
Cl 4.16 4.31 -5.86 -0.21
```

* net charge: -1
* highest occupied orbital energy: -3.87 eV
* LUMO: 1.72 eV
* HOMO-LUMO gap: 5.59 eV
* F_max: 0.086 Eh/bohr
* multiplicity: 1
* relative energy (zero: lowest compared OMol25 entry of this formula, charge and spin): 2.1916 eV